The following is a DFT calculation (ωB97M-V/def2-TZVPD) of C6H9N in the gas phase.

Calculated values
- Lowest unoccupied orbital energy: 0.92 eV
- ΔE to the lowest compared entry with this formula, charge and spin: 2.192 eV
- Kohn-Sham gap: 9.2 eV

Last column: natural (NBO) charge in e.
CARTESIAN COORDINATES (ANGSTROEM)
C -2.47 -0.14 -0.27  -0.65
C -1.03 -0.09 0.13  0.13
C -0.12 0.88 0.10  -0.23
C 1.20 0.30 0.56  -0.39
C 0.92 -1.16 0.92  0.12
C 2.29 0.34 -0.52  -0.58
N -0.37 -1.27 0.62  -0.58
H -3.08 -0.59 0.52  0.22
H -2.85 0.86 -0.47  0.23
H -2.60 -0.75 -1.17  0.22
H -0.28 1.90 -0.22  0.22
H 1.58 0.81 1.46  0.24
H 1.97 -0.22 -1.40  0.21
H 2.50 1.37 -0.83  0.21
H 3.21 -0.11 -0.14  0.22
H -0.87 -2.14 0.72  0.40



The following is a DFT calculation (ωB97M-V/def2-TZVPD) of a molecular structure, C6H9N.

Calculated values
- Lowest unoccupied orbital energy: 1.09 eV
- ΔE to the lowest compared entry with this formula, charge and spin: 3.549 eV
- Kohn-Sham gap: 10.0 eV

Last column: natural (NBO) charge in e.
CARTESIAN COORDINATES (ANGSTROEM)
C 1.37 1.41 -0.01  -0.27
C 0.51 0.63 -0.88  -0.09
N 1.83 0.07 -0.44  -0.39
C 1.04 -1.09 0.11  -0.20
C -0.29 -0.35 -0.06  -0.10
C -1.31 -0.01 0.97  -0.41
C -1.73 -0.66 -0.32  -0.40
H 1.07 1.64 1.01  0.20
H 1.91 2.21 -0.52  0.21
H 0.39 0.76 -1.95  0.21
H 1.35 -1.49 1.08  0.19
H 1.13 -1.86 -0.66  0.20
H -1.56 1.04 1.16  0.21
H -1.36 -0.64 1.86  0.22
H -2.14 -1.66 -0.31  0.22
H -2.20 0.01 -1.04  0.21



The following is a DFT calculation (ωB97M-V/def2-TZVPD) of a molecular structure, C6H9N.

Calculated values
- Lowest unoccupied orbital energy: 0.99 eV
- ΔE to the lowest compared entry with this formula, charge and spin: 7.485 eV
- Kohn-Sham gap: 9.9 eV

Last column: natural (NBO) charge in e.
CARTESIAN COORDINATES (ANGSTROEM)
C 1.99 1.24 1.20  -0.44
C 1.68 0.12 0.50  -0.04
C 0.68 -0.51 0.06  0.01
C 0.03 -1.59 -0.72  -0.46
C -1.35 -1.00 -0.54  -0.09
C -1.10 0.17 0.35  -0.18
N -1.45 0.36 -1.05  -0.60
H 2.36 2.12 0.67  0.23
H 2.29 1.17 2.24  0.23
H 0.48 1.69 1.33  0.03
H 0.14 -2.56 -0.23  0.23
H 0.36 -1.67 -1.76  0.23
H -2.24 -1.60 -0.46  0.20
H -0.25 1.32 1.03  0.08
H -1.87 0.41 1.10  0.21
H -2.43 0.63 -1.16  0.36



The following is a DFT calculation (ωB97M-V/def2-TZVPD) of 2 unconnected molecules or ions with the total composition C6H9N.

Calculated values
- Lowest unoccupied orbital energy: -0.47 eV
- ΔE to the lowest compared entry with this formula, charge and spin: 6.036 eV
- Kohn-Sham gap: 8.2 eV

Last column: natural (NBO) charge in e.
CARTESIAN COORDINATES (ANGSTROEM)
C 1.27 -0.45 1.07  -0.59
C 0.36 -0.02 -0.05  -0.22
C 0.93 0.74 -1.24  -0.31
C -0.11 1.39 -0.33  -0.40
C -1.43 1.33 -0.99  0.21
N -1.64 -0.03 -1.03  -0.68
C -0.70 -0.92 -0.56  0.22
H 0.70 -0.57 2.00  0.22
H 2.06 0.30 1.24  0.21
H 1.74 -1.41 0.84  0.23
H 1.96 1.09 -1.14  0.23
H 0.63 0.46 -2.25  0.23
H 0.20 2.27 0.24  0.25
H -1.88 -1.87 2.19  -0.01
H -2.48 -0.39 -1.48  0.41
H -1.60 -1.91 1.50  0.00



The following is a DFT calculation (ωB97M-V/def2-TZVPD) of a molecular structure, C6H9N.

Calculated values
- Lowest unoccupied orbital energy: 0.98 eV
- ΔE to the lowest compared entry with this formula, charge and spin: 4.343 eV
- Kohn-Sham gap: 7.9 eV

Last column: natural (NBO) charge in e.
CARTESIAN COORDINATES (ANGSTROEM)
C 2.33 0.05 -0.30  -0.41
N 1.00 -0.50 -0.33  -0.24
C 0.32 -1.20 0.63  -0.16
C -1.73 0.11 0.68  -0.16
C -1.86 1.40 0.37  -0.41
C -0.04 -0.25 -1.15  -0.12
C -0.97 -0.89 -0.16  -0.34
H 2.35 0.89 0.40  0.22
H 2.59 0.42 -1.30  0.22
H 3.05 -0.70 0.02  0.22
H 0.50 -0.98 1.68  0.17
H -2.13 -0.27 1.62  0.20
H -2.33 2.10 1.05  0.20
H -1.49 1.79 -0.57  0.20
H 0.03 -0.21 -2.23  0.19
H -1.58 -1.73 -0.50  0.24



The following is a DFT calculation (ωB97M-V/def2-TZVPD) of C6H9N in the gas phase.

Calculated values
- Lowest unoccupied orbital energy: 1.08 eV
- ΔE to the lowest compared entry with this formula, charge and spin: 0.232 eV
- Kohn-Sham gap: 8.9 eV
- SMILES: Cc1cc[nH]c1C

Last column: natural (NBO) charge in e.
CARTESIAN COORDINATES (ANGSTROEM)
C 0.18 -0.89 -1.29  -0.30
C -0.15 -1.83 -0.35  -0.07
N -0.35 -1.17 0.84  -0.51
C -0.20 0.18 0.66  0.12
C 0.19 0.38 -0.65  -0.09
C 0.46 1.68 -1.33  -0.62
C -0.19 1.15 1.80  -0.64
H 0.28 -1.10 -2.34  0.22
H -0.41 -2.87 -0.45  0.21
H -0.79 -1.61 1.63  0.40
H 1.29 1.62 -2.02  0.21
H 0.66 2.46 -0.60  0.21
H -0.39 2.04 -1.90  0.21
H 0.36 2.03 1.48  0.22
H -1.22 1.49 1.95  0.21
H 0.22 0.83 2.75  0.22



The following is a DFT calculation (ωB97M-V/def2-TZVPD) of a gas-phase ion, C6H9N2 (charge +1).

Calculated values
- Lowest unoccupied orbital energy: -3.83 eV
- ΔE to the lowest compared entry with this formula, charge and spin: 7.107 eV
- Kohn-Sham gap: 9.1 eV
- Charge: +1

Last column: natural (NBO) charge in e.
CARTESIAN COORDINATES (ANGSTROEM)
C 1.00 0.65 0.03  -0.32
C -0.13 -0.74 2.10  -0.07
C -1.23 1.38 -0.81  0.67
C 1.32 -0.88 -0.03  -0.22
C 0.91 -1.53 2.31  -0.26
C -2.37 1.56 -1.60  -0.77
N -0.20 1.18 -0.38  -0.18
N 0.51 -1.58 0.98  -0.47
H 1.73 1.14 -0.67  0.26
H 1.12 -1.31 -1.06  0.23
H 2.39 -1.10 0.38  0.25
H 1.24 1.02 1.09  0.30
H 1.63 -2.12 2.89  0.26
H -3.25 0.81 -1.36  0.32
H -1.95 1.28 -2.52  0.29
H -2.72 2.59 -1.81  0.32
H 0.00 -2.35 0.47  0.39



The following is a DFT calculation (ωB97M-V/def2-TZVPD) of a gas-phase ion, C6H9N2 (charge +1).

Calculated values
- Multiplicity: 3
- Lowest unoccupied orbital energy (spin up / spin down): -3.48 / -6.40 eV
- ΔE to the lowest compared entry with this formula, charge and spin: 0.533 eV
- Kohn-Sham gap (spin up / spin down): 6.9 / 7.4 eV
- Charge: +1
- <S²>: 2.040

Last column: natural (NBO) charge in e.
CARTESIAN COORDINATES (ANGSTROEM)
C 1.35 0.26 0.00  0.00
C 0.69 1.69 -0.09  -0.21
C -1.14 -0.33 -0.02  0.46
C 0.24 -0.76 -0.32  -0.51
C 2.68 -0.22 0.17  -0.27
C -0.72 2.03 -0.14  0.06
N -1.55 0.96 -0.01  -0.48
N -2.04 -1.30 0.14  -0.75
H 3.19 -1.16 -0.15  0.25
H 1.42 2.46 -0.17  0.23
H 0.20 -1.81 0.15  0.23
H 0.44 -0.98 -1.34  0.26
H 3.25 0.63 0.38  0.20
H -1.05 2.99 -0.18  0.24
H -2.58 1.04 0.14  0.43
H -1.83 -2.27 0.28  0.44
H -2.95 -0.92 -0.21  0.41



The following is a DFT calculation (ωB97M-V/def2-TZVPD) of 2 unconnected molecules or ions with the total composition C6H9N2O2.

Calculated values
- Lowest unoccupied orbital energy: 3.49 eV
- ΔE to the lowest compared entry with this formula, charge and spin: 0.773 eV
- Kohn-Sham gap: 7.7 eV
- Charge: -1

Last column: natural (NBO) charge in e.
CARTESIAN COORDINATES (ANGSTROEM)
C 0.03 -1.93 -3.53  -0.63
C 0.47 -1.09 -0.08  0.20
C -0.11 -1.64 -2.07  0.08
C -1.26 -1.54 -1.35  -0.15
N 0.97 -1.35 -1.27  -0.49
N -0.86 -1.19 -0.09  -0.51
H 1.09 -0.73 0.71  0.25
H -1.45 -0.93 0.68  0.43
H -2.31 -1.63 -1.63  0.20
H -0.80 -1.50 -4.08  0.20
H 0.09 -3.00 -3.74  0.20
H 0.98 -1.52 -3.88  0.22
C 0.23 2.88 3.45  -0.73
C 0.73 2.19 2.17  0.76
O 0.19 1.07 1.92  -0.84
O 1.61 2.77 1.51  -0.77
H 0.66 3.87 3.55  0.19
H 0.58 2.31 4.32  0.20
H -0.85 2.95 3.42  0.20



The following is a DFT calculation (ωB97M-V/def2-TZVPD) of 2 unconnected molecules or ions with the total composition C6H9N2O2.

Calculated values
- Lowest unoccupied orbital energy: 3.46 eV
- ΔE to the lowest compared entry with this formula, charge and spin: 1.038 eV
- Kohn-Sham gap: 8.0 eV
- Charge: -1

Last column: natural (NBO) charge in e.
CARTESIAN COORDINATES (ANGSTROEM)
C 1.38 -1.47 -3.82  -0.64
C 0.01 -1.29 -0.54  0.19
C 0.51 0.19 -2.04  -0.10
C 0.67 -1.05 -2.60  0.04
N 0.17 0.07 -0.72  -0.54
N 0.43 -1.99 -1.55  -0.49
H -0.44 0.76 -0.24  0.48
H -0.27 -1.57 0.46  0.21
H 0.82 1.14 -2.63  0.20
H 1.27 -2.57 -3.87  0.23
H 2.42 -1.20 -3.90  0.21
H 0.82 -1.17 -4.72  0.20
C 0.29 2.12 2.91  -0.74
C -0.93 1.18 2.72  0.77
O -1.18 0.93 1.51  -0.84
O -1.56 0.73 3.70  -0.76
H 0.06 2.90 3.66  0.19
H 0.40 2.75 2.00  0.20
H 1.16 1.52 3.23  0.21